Entry 1:
Molecular formula: C2H6N2O2
Method: DFT, wB97M-V/def2-TZVPD

Properties
SMILES: [H]/N=C(/CO)NO
Largest force on an atom: 0.1295 Eh/bohr
Orbital gap: 0.359 Eh
ΔE to the lowest compared entry with this formula, charge and spin: 553.9 kJ/mol

```
! wB97M-V def2-TZVPD RIJCOSX def2/J DEFGRID3
* xyz 0 1
H -0.445 -1.876 -0.030
H -1.437 0.280 0.022
C 0.360 0.479 -0.500
H -0.990 0.197 -1.959
H -0.834 -0.308 2.177
H 2.075 1.111 -0.607
N 1.222 1.157 -1.285
H 1.444 0.628 1.232
O -1.203 -1.573 -0.818
N 0.516 0.548 0.881
C -0.811 -0.186 -0.873
O 0.103 -0.455 1.759
*
```

So, what does the Mulliken scheme give us? The charges, in e, come out as: number 1, H, carries 0.390; number 2, H, carries 0.203; number 3, C, carries 0.559; number 4, H, carries 0.244; number 5, H, carries 0.359; number 6, H, carries 0.209; number 7, N, carries -0.646; number 8, H, carries 0.272; number 9, O, carries -0.488; number 10, N, carries -0.193; number 11, C, carries -0.450; number 12, O, carries -0.459

=====

Entry 2:
Molecular formula: C2H5NO3
Method: DFT, wB97M-V/def2-TZVPD

Properties
SMILES: NC=O.O=CO
Largest force on an atom: 0.0156 Eh/bohr
Orbital gap: 0.401 Eh
ΔE to the lowest compared entry with this formula, charge and spin: 82.0 kJ/mol

```
! wB97M-V def2-TZVPD RIJCOSX def2/J DEFGRID3
* xyz 0 1
H 2.095 -0.922 -1.769
O 1.495 0.583 -0.463
H -1.425 1.550 0.691
H -2.047 -1.307 0.287
H -1.227 0.662 -0.724
C 2.436 -0.333 -0.892
C -1.971 -0.376 0.890
O 3.538 -0.375 -0.466
H 0.949 0.149 0.208
O -2.135 -0.373 2.081
N -1.708 0.741 0.157
*
```

So, what does the Mulliken scheme give us? The charges, in e, come out as: number 1, H, carries 0.303; number 2, O, carries -0.432; number 3, H, carries 0.258; number 4, H, carries 0.328; number 5, H, carries 0.284; number 6, C, carries 0.189; number 7, C, carries 0.098; number 8, O, carries -0.375; number 9, H, carries 0.297; number 10, O, carries -0.513; number 11, N, carries -0.435

=====

Entry 3:
Molecular formula: C5H12O
Method: DFT, wB97M-V/def2-TZVPD

Properties
Largest force on an atom: 0.0322 Eh/bohr
Orbital gap: 0.356 Eh
ΔE to the lowest compared entry with this formula, charge and spin: 400.7 kJ/mol

```
! wB97M-V def2-TZVPD RIJCOSX def2/J DEFGRID3
* xyz 0 1
H 3.387 1.218 0.045
H -1.694 0.477 1.703
C 0.551 -0.250 0.036
H -0.745 0.889 -1.191
H -1.247 -1.530 -1.501
C -1.541 1.068 0.792
C -0.851 0.237 -0.315
H 2.946 -0.242 1.077
H -0.965 1.961 1.057
H 0.631 -0.949 0.877
H -2.533 1.405 0.453
H 1.556 -1.212 -0.927
H 2.544 -0.865 -0.804
O 1.457 0.728 0.023
H -2.713 -0.661 -0.990
H -1.813 -1.642 0.177
C -1.709 -0.970 -0.684
C 2.739 0.338 0.171
*
```

So, what does the Mulliken scheme give us? The charges, in e, come out as: number 1, H, carries 0.225; number 2, H, carries 0.331; number 3, C, carries -0.691; number 4, H, carries 0.153; number 5, H, carries 0.370; number 6, C, carries -1.382; number 7, C, carries 0.878; number 8, H, carries 0.279; number 9, H, carries 0.341; number 10, H, carries 0.383; number 11, H, carries 0.375; number 12, H, carries 0.066; number 13, H, carries 0.191; number 14, O, carries -0.215; number 15, H, carries 0.404; number 16, H, carries 0.333; number 17, C, carries -1.483; number 18, C, carries -0.558

=====

Entry 4:
Molecular formula: C9H13NO2
Method: DFT, wB97M-V/def2-TZVPD

Properties
SMILES: Cc1ccc(O)cc1.CC(N)=O
Largest force on an atom: 0.1549 Eh/bohr
Orbital gap: 0.340 Eh
ΔE to the lowest compared entry with this formula, charge and spin: 231.6 kJ/mol

```
! wB97M-V def2-TZVPD RIJCOSX def2/J DEFGRID3
* xyz 0 1
N -1.619 2.463 1.286
H 3.490 -0.746 0.726
C 1.164 -1.885 -1.527
H 2.878 -2.768 -0.487
C 2.287 -1.839 -0.718
C -2.674 1.538 1.187
H -0.751 -0.718 -1.910
H 2.625 1.260 1.418
C 0.624 0.264 -0.719
H 1.290 -4.114 -2.190
C 0.174 -0.796 -1.536
C -2.442 0.300 1.778
O 1.941 1.439 0.739
H -3.078 -0.110 2.599
H -1.634 3.218 0.782
H -0.076 -3.536 -1.294
O -3.674 1.902 0.630
C 1.706 0.273 0.060
C 2.598 -0.737 0.078
H 0.227 -3.056 -2.999
H -0.678 2.345 1.545
H -0.012 1.277 -0.655
H -2.650 -0.432 1.034
H -1.454 -0.033 2.122
C 0.731 -3.211 -2.044
*
```

So, what does the Mulliken scheme give us? The charges, in e, come out as: number 1, N, carries -0.404; number 2, H, carries 0.264; number 3, C, carries 0.798; number 4, H, carries 0.243; number 5, C, carries -0.720; number 6, C, carries 0.584; number 7, H, carries 0.554; number 8, H, carries 0.292; number 9, C, carries -0.054; number 10, H, carries 0.417; number 11, C, carries -1.010; number 12, C, carries -0.804; number 13, O, carries -0.541; number 14, H, carries 0.291; number 15, H, carries 0.190; number 16, H, carries 0.246; number 17, O, carries -0.604; number 18, C, carries 0.805; number 19, C, carries -0.491; number 20, H, carries 0.311; number 21, H, carries 0.212; number 22, H, carries 0.181; number 23, H, carries 0.266; number 24, H, carries 0.275; number 25, C, carries -1.298